Entry 1:
Molecular formula: C22H19BrN4O4Ru
Method: DFT, ωB97M-V/def2-TZVPD

```
51
Properties=species:S:1:pos:R:3
Ru -0.2744 -0.4136 -0.0386
O -0.5807 0.1704 -4.5653
C 0.5256 -0.5173 -4.7571
C 0.7449 -1.0693 -6.0394
C 1.8511 -1.8469 -6.2801
C 2.7688 -2.0838 -5.2600
C 2.5941 -1.5092 -3.9993
C 1.4944 -0.7226 -3.7364
C 1.2676 0.0282 -2.4130
O -0.0209 -0.1099 -2.0023
N 2.1819 -0.3736 -1.3619
N 1.7174 -0.3278 -0.1130
C 2.5222 -0.5440 0.8967
C 2.0695 -0.6836 2.2225
Br 0.1109 -0.6530 2.3872
C 2.8001 -0.9794 3.3429
C 4.2120 -1.1779 3.4107
C 4.6818 -2.1229 4.3523
C 5.9889 -2.5543 4.3103
C 6.8702 -2.0272 3.3710
C 6.4570 -0.9954 2.5292
C 5.1505 -0.5654 2.5524
H -0.7315 0.3773 -3.6173
H 0.0144 -0.8594 -6.8047
H 2.0025 -2.2828 -7.2549
H 3.6340 -2.7008 -5.4414
H 3.3367 -1.6947 -3.2403
H 1.4682 1.1097 -2.6336
H 3.1846 -0.3770 -1.5293
H 3.5811 -0.6994 0.7082
H 2.2408 -1.2046 4.2416
H 3.9947 -2.5492 5.0666
H 6.3293 -3.3117 4.9986
H 7.8807 -2.3985 3.3082
H 7.1685 -0.5298 1.8645
H 4.8584 0.2965 1.9718
O -2.0840 -1.2681 -0.1556
N -3.1771 -0.6605 -0.1965
N -3.1220 0.6266 -0.0913
O -1.9963 1.2330 0.0327
C -4.3278 1.3302 -0.0867
C -5.5437 0.6242 -0.0655
C -6.7243 1.3335 -0.0148
C -6.7063 2.7275 0.0098
C -5.4980 3.4208 -0.0338
C -4.3048 2.7308 -0.0812
H -5.5441 -0.4544 -0.0739
H -7.6696 0.8136 0.0164
H -7.6337 3.2773 0.0659
H -5.4972 4.4993 -0.0244
H -3.3552 3.2435 -0.1093
```

LUMO energy (spin up / spin down)   -6.15 / -9.32 eV
Charge   +2
HOMO-LUMO gap (spin up / spin down)   7.269 / 4.316 eV
Highest occupied orbital energy (spin up / spin down)   -13.421 / -13.634 eV
Spin multiplicity   5



Entry 2:
Molecular formula: C22H19ClN2O3RhS2
Method: DFT, ωB97M-V/def2-TZVPD

```
50
Properties=species:S:1:pos:R:3
Rh 0.4118 -0.3217 0.1786
Cl -1.8148 0.7909 -7.3518
C -1.2478 0.1626 -5.8353
C -0.6088 -1.0698 -5.8125
C -0.2008 -1.5643 -4.5805
C -0.4032 -0.8626 -3.4105
O -0.1370 -1.4645 -2.1805
C -1.0240 0.4199 -3.4223
C -1.2564 1.2637 -2.3193
N -0.8875 1.1145 -1.0597
C -1.2890 2.0556 -0.1488
C -2.4899 2.7685 -0.2426
C -2.8697 3.6717 0.7372
C -2.0701 3.9134 1.8325
C -0.8431 3.2417 1.9706
C 0.0352 3.4582 3.0515
C 1.2351 2.7857 3.0929
C 1.5579 1.9054 2.0653
N 0.7433 1.6621 1.0452
C -0.4470 2.3028 0.9820
C -1.4496 0.8907 -4.6949
H -0.4496 -1.6398 -6.7118
H 0.2896 -2.5237 -4.5487
H -1.7652 2.1924 -2.5903
H -3.1631 2.5654 -1.0614
H -3.8195 4.1818 0.6406
H -2.3772 4.6106 2.5979
H -0.2448 4.1561 3.8287
H 1.9270 2.9385 3.9071
H 2.5079 1.3838 2.0577
H -1.9510 1.8453 -4.7530
C 3.4965 -2.5877 2.9449
C 2.2930 -1.9318 2.3307
S 2.4303 -1.5247 0.6640
C 1.1699 -1.7047 3.0684
C 1.1137 -2.0285 4.5344
S -0.2903 -1.0989 2.3862
H 4.1535 -2.9519 2.1610
H 3.1962 -3.4231 3.5752
H 4.0488 -1.8801 3.5661
H 1.1473 -3.1081 4.6957
H 0.1858 -1.6432 4.9485
H 1.9557 -1.5810 5.0644
C -0.7265 -3.2549 -0.4337
O 0.4567 -3.3951 -1.2060
C 0.7782 -2.4685 -2.1007
O 1.7487 -2.5771 -2.7917
H -0.6994 -4.0549 0.3020
H -1.6182 -3.3462 -1.0588
H -0.7407 -2.2746 0.0871
```

LUMO energy (spin up / spin down)   2.74 / 1.86 eV
ΔE to the lowest compared entry with this formula, charge and spin   5.7 kcal/mol
Charge   -1
HOMO-LUMO gap (spin up / spin down)   5.212 / 6.398 eV
Highest occupied orbital energy (spin up / spin down)   -2.471 / -4.537 eV
Spin multiplicity   5



Entry 3:
Molecular formula: C22H19ClN2O3S
Method: DFT, ωB97M-V/def2-TZVPD

```
48
Properties=species:S:1:pos:R:3
O -1.7474 -4.2537 -1.6660
C -1.6997 -3.1302 -1.2068
N -2.3977 -2.1120 -1.7758
C -2.5362 -0.7794 -1.3460
C -2.4742 0.2390 -2.2906
C -2.5585 1.5688 -1.9028
C -2.7001 1.8686 -0.5642
C -2.7938 0.8474 0.3809
C -2.7348 -0.4752 0.0020
C -2.9141 1.4242 1.7563
C -3.3516 2.8720 1.4901
C -2.7673 3.2062 0.1093
C -0.8667 -2.7952 -0.0094
C -0.8369 -3.6914 1.0547
C -0.0886 -3.4178 2.1875
C 0.6299 -2.2360 2.2718
C 0.6217 -1.3708 1.1943
S 1.4181 0.2206 1.3524
O 2.5563 0.1603 2.2149
O 0.3788 1.1602 1.6693
N 1.8876 0.6362 -0.2285
C 3.2371 0.6594 -0.5829
C 3.8204 1.8000 -1.1291
C 5.1558 1.8129 -1.4842
C 5.9386 0.6881 -1.2867
C 5.3748 -0.4571 -0.7528
C 4.0326 -0.4733 -0.4146
Cl 3.3287 -1.9209 0.1987
C -0.0993 -1.6356 0.0509
H -2.8297 -2.3499 -2.6607
H -2.3478 -0.0136 -3.3335
H -2.5053 2.3520 -2.6449
H -2.8339 -1.2653 0.7304
H -3.6075 0.8790 2.3955
H -1.9214 1.4015 2.2151
H -3.0070 3.5572 2.2618
H -4.4414 2.9230 1.4462
H -3.3668 3.9316 -0.4409
H -1.7552 3.6067 0.2131
H -1.4124 -4.6019 0.9795
H -0.0739 -4.1185 3.0080
H 1.2090 -1.9791 3.1447
H 1.3833 1.4679 -0.5013
H 3.2091 2.6795 -1.2714
H 5.5865 2.7078 -1.9063
H 6.9843 0.6978 -1.5505
H 5.9655 -1.3466 -0.6030
H -0.0488 -0.9445 -0.7748
```

SMILES string   O=C(Nc1ccc2c(c1)CCC2)c1cccc(S(=O)(=O)Nc2ccccc2Cl)c1
LUMO energy   0.43 eV
ΔE to the lowest compared entry with this formula, charge and spin   15.4 kcal/mol
Charge   0
HOMO-LUMO gap   8.906 eV
Highest occupied orbital energy   -8.481 eV



Entry 4:
Molecular formula: C22H19ClN4O3
Method: DFT, ωB97M-V/def2-TZVPD

```
49
Properties=species:S:1:pos:R:3
C 1.3347 2.3605 1.0009
C 0.2875 1.7086 1.8212
N -0.0318 2.0810 3.0534
N -0.9846 1.1747 3.4310
C -1.5012 1.2554 4.7218
C -0.6319 1.6351 5.7758
C -1.0918 1.7894 7.0843
C -2.4367 1.5667 7.3376
Cl -3.0169 1.7882 8.9851
C -3.3031 1.2150 6.3075
C -2.8453 1.0804 4.9916
C -1.2958 0.2370 2.4483
N -2.1624 -0.8752 2.3435
C -2.1571 -1.6857 1.2204
O -2.8914 -2.6636 1.1640
C -1.2605 -1.4087 0.0672
C -1.2034 -2.3186 -1.1366
N -0.4591 -1.7330 -2.2741
C 0.1851 -2.5973 -3.2753
C 1.0091 -1.6445 -4.1483
C 0.4389 -1.1926 -5.3532
C 1.1985 -0.3968 -6.2208
C 2.5136 -0.0537 -5.8586
C 3.0088 -0.3662 -4.6243
C 2.2458 -1.1772 -3.7368
O 4.2570 0.1344 -4.4860
C 4.5523 0.8279 -5.7544
O 3.3710 0.7282 -6.5584
C -0.4290 -0.2973 0.2080
C -0.4623 0.5261 1.4007
H 1.0506 2.4201 -0.0361
H 2.2284 1.7421 1.0881
H 1.5849 3.3384 1.3783
H 0.4254 1.7782 5.5907
H -0.4266 2.0830 7.9268
H -4.3909 1.0988 6.5346
H -3.5480 0.8821 4.1767
H -2.7325 -1.1727 3.1419
H -2.2272 -2.4116 -1.5054
H -0.7774 -3.2671 -0.8882
H -0.8790 -0.9053 -2.7189
H -0.6069 -3.0633 -3.8610
H 0.7947 -3.3984 -2.8099
H -0.5945 -1.4699 -5.6302
H 0.7730 -0.0771 -7.1664
H 2.6332 -1.3968 -2.7641
H 5.3996 0.3331 -6.2211
H 4.8240 1.8699 -5.5540
H 0.2308 -0.0816 -0.6173
```

SMILES string   Cc1nn(-c2ccc(Cl)cc2)c2[nH]c(=O)c(CNCc3ccc4c(c3)OCO4)cc12
LUMO energy   0.61 eV
ΔE to the lowest compared entry with this formula, charge and spin   71.8 kcal/mol
Charge   0
HOMO-LUMO gap   8.789 eV
Highest occupied orbital energy   -8.175 eV



Entry 5:
Molecular formula: C22H19F3N2O3
Method: DFT, ωB97M-V/def2-TZVPD

```
49
Properties=species:S:1:pos:R:3
O 0.4633 -0.5495 3.0012
C 0.2913 -0.2721 1.8298
C 1.2172 0.6724 1.1243
C 1.0764 2.0016 0.8228
C 2.3149 2.4169 0.2947
C 3.1350 1.3133 0.3125
C 4.5052 1.1226 -0.1146
C 5.2571 2.1797 -0.6330
C 6.5611 1.9806 -1.0412
C 7.1461 0.7284 -0.9467
C 6.4031 -0.3234 -0.4274
C 6.9957 -1.7011 -0.3403
F 6.5558 -2.5001 -1.3354
F 8.3343 -1.7083 -0.4241
F 6.6826 -2.3302 0.8034
C 5.0943 -0.1383 -0.0139
O 2.4574 0.2586 0.8227
N -0.7186 -0.7697 1.0904
C -1.0163 -0.4470 -0.2832
C -2.3743 0.2559 -0.3533
N -3.3835 -0.5976 0.2359
C -4.7086 -0.4626 -0.1770
C -5.7582 -0.2765 0.7206
C -7.0757 -0.2242 0.2997
C -7.3805 -0.3446 -1.0411
C -6.3540 -0.5236 -1.9538
C -5.0350 -0.5914 -1.5414
O -4.0312 -0.7963 -2.4541
C -3.0958 -0.8887 1.6223
C -1.7369 -1.5913 1.7062
H 0.2015 2.6022 0.9664
H 2.5584 3.4014 -0.0476
H 4.8140 3.1595 -0.7129
H 7.1317 2.8056 -1.4391
H 8.1641 0.5688 -1.2654
H 4.5290 -0.9631 0.3915
H -1.0720 -1.3777 -0.8582
H -0.2346 0.1873 -0.7006
H -2.3103 1.2140 0.1910
H -2.6267 0.4556 -1.3918
H -5.5436 -0.1596 1.7709
H -7.8611 -0.0806 1.0261
H -8.4031 -0.3038 -1.3819
H -6.5790 -0.6311 -3.0076
H -4.4254 -0.9305 -3.3244
H -3.0641 0.0256 2.2380
H -3.8602 -1.5590 2.0166
H -1.7887 -2.5481 1.1772
H -1.4520 -1.7599 2.7457
```

SMILES string   O=C(c1ccc(-c2cccc(C(F)(F)F)c2)o1)N1CCN(c2ccccc2O)CC1
LUMO energy   0.37 eV
ΔE to the lowest compared entry with this formula, charge and spin   0.0 kcal/mol
Charge   0
HOMO-LUMO gap   8.361 eV
Highest occupied orbital energy   -7.990 eV